Here is a cluster of 9 separate species, C14H46N4O9 in total in a non-equilibrium geometry from OMol25. Energies are from ωB97M-V/def2-TZVPD.

Values from the calculation:
Structure (SMILES) ... NC(N)=O.NC(N)=O.CC(C)O.CC(C)O.CC(C)O.CC(C)O.O.O.O
Spin multiplicity ... 1
HOMO energy ... -9.5 eV
Net charge ... 0
Energy relative to the best compared isomer or geometry (same formula, charge and spin) ... 106.3 kJ/mol

Each line ends with the Löwdin charge.
Positions of all 73 atoms, in Å:
N -15.22 4.94 0.98  0.138
C -16.13 5.99 1.04  -0.671
N -15.58 7.19 0.68  0.149
O -17.32 5.84 1.26  0.037
H -14.35 5.05 0.50  0.087
H -15.67 4.04 0.97  0.105
H -14.60 7.17 0.49  0.081
H -16.15 8.00 0.55  0.100
N -10.91 11.69 4.14  0.162
C -9.92 12.62 4.13  -0.681
N -8.70 12.12 4.51  0.135
O -10.08 13.83 3.98  0.010
H -11.88 11.90 3.94  0.066
H -10.55 10.75 4.17  0.074
H -8.61 11.25 4.99  0.077
H -7.95 12.79 4.50  0.099
C -13.00 5.13 3.76  -0.028
C -12.13 6.19 4.40  -0.429
C -11.89 7.45 3.54  -0.045
O -12.79 6.71 5.59  -0.085
H -13.59 4.50 4.43  0.081
H -12.28 4.44 3.29  0.087
H -13.56 5.54 2.92  0.047
H -11.12 5.86 4.62  0.111
H -12.82 7.78 3.08  0.045
H -11.17 7.22 2.75  0.085
H -11.59 8.31 4.13  0.062
H -12.17 7.04 6.25  0.091
C -17.52 7.96 7.19  -0.064
C -16.59 7.18 6.29  -0.486
C -16.07 8.01 5.11  -0.060
O -15.50 6.67 7.08  -0.052
H -17.56 7.50 8.17  0.081
H -18.53 8.02 6.77  0.079
H -17.23 9.01 7.22  0.078
H -17.11 6.31 5.89  0.133
H -15.22 8.60 5.47  0.081
H -16.85 8.66 4.71  0.078
H -15.76 7.36 4.29  0.067
H -14.77 6.57 6.45  0.032
C -14.02 12.17 0.70  -0.056
C -14.22 11.57 2.10  -0.450
C -13.92 10.10 2.12  -0.057
O -13.45 12.38 3.02  -0.079
H -13.03 11.89 0.35  0.087
H -14.14 13.25 0.68  0.079
H -14.77 11.80 0.00  0.081
H -15.24 11.79 2.43  0.135
H -14.37 9.57 1.27  0.060
H -14.24 9.47 2.94  0.063
H -12.87 9.94 1.84  0.087
H -13.73 13.30 2.89  0.095
C -7.79 7.03 8.73  -0.064
C -9.13 6.45 9.16  -0.515
C -9.12 6.18 10.66  -0.051
O -10.17 7.36 8.86  -0.066
H -7.66 6.82 7.66  0.073
H -6.89 6.68 9.24  0.078
H -7.81 8.12 8.79  0.078
H -9.30 5.53 8.59  0.118
H -10.15 6.03 10.98  0.081
H -8.81 7.11 11.15  0.082
H -8.39 5.43 10.97  0.079
H -10.10 7.66 7.93  0.029
O -10.36 4.12 6.32  -0.046
H -9.43 4.38 6.22  0.043
H -10.34 3.16 6.41  0.053
O -13.46 4.18 7.06  -0.057
H -12.56 3.98 7.36  0.012
H -13.35 4.96 6.50  -0.017
O -10.13 8.92 6.71  -0.050
H -9.51 9.30 7.35  0.060
H -10.97 9.35 6.90  0.077